1.
ORCA calculation (ωB97M-V with the def2-TZVPD basis set) on a molecular structure, C41H33BrN3O4OsP.

As for the HOMO energy (spin up / spin down): -8.4 / -8.4 eV. For the LUMO energy (spin up / spin down), the calculation gives -1.00 / -1.00 eV. The strongest force on any atom comes out at 0.45 eV/A. As for the total charge: 0. The energy above the lowest of the compared OMol25 structures with the same formula, charge and spin is 0.0 kJ/mol. As for the spin multiplicity: 1.

```
84
Properties=species:S:1:pos:R:3:forces:R:3
Os -0.319 0.414 0.799 0.2 0.3 0.1
O -0.683 2.272 1.196 0.1 -0.2 0.0
C -1.269 2.721 2.311 0.0 0.1 0.0
C -1.932 3.951 2.194 0.0 0.0 0.0
C -2.576 4.512 3.272 0.0 0.0 0.0
C -2.573 3.869 4.514 0.0 0.0 0.0
C -1.912 2.673 4.648 0.0 0.0 0.0
C -1.260 2.067 3.560 0.0 0.0 0.0
C -0.497 0.874 3.803 0.1 0.0 0.0
N 0.024 0.195 2.847 -0.4 -0.1 -0.2
N 0.966 -0.758 3.169 0.1 -0.1 -0.1
C 1.697 -0.997 2.121 0.0 0.0 0.1
O 1.548 -0.354 0.981 -0.1 0.0 0.0
C 2.752 -2.030 2.176 0.0 0.0 0.0
C 3.671 -2.127 1.136 0.0 0.0 0.0
C 4.631 -3.127 1.151 0.0 0.0 0.0
C 4.670 -4.037 2.198 0.0 0.0 0.0
C 3.749 -3.945 3.234 0.0 0.0 0.0
C 2.793 -2.943 3.228 0.0 0.0 0.0
H -1.916 4.432 1.224 0.0 0.0 0.0
H -3.089 5.458 3.155 0.0 0.0 0.0
H -3.079 4.312 5.361 0.0 0.0 0.0
H -1.884 2.170 5.607 0.0 0.0 0.0
H -0.281 0.568 4.824 0.1 0.0 0.0
H 3.623 -1.419 0.319 0.0 0.0 0.0
H 5.344 -3.202 0.340 0.0 0.0 0.0
H 5.411 -4.826 2.202 0.0 0.0 0.0
H 3.772 -4.661 4.045 0.0 0.0 0.0
H 2.062 -2.865 4.021 0.0 0.0 0.0
C 1.089 -1.933 -1.987 0.0 0.0 0.0
C 1.287 -0.853 -3.006 0.0 0.0 0.0
C 2.011 -1.145 -4.162 0.0 0.0 0.0
C 2.219 -0.204 -5.155 0.0 0.0 0.0
C 1.696 1.071 -5.008 0.0 0.0 0.0
C 0.977 1.381 -3.866 0.0 0.0 0.0
C 0.764 0.439 -2.856 0.0 0.1 0.0
P -0.310 0.981 -1.467 0.0 -0.1 0.0
C -0.119 2.797 -1.521 -0.1 0.1 0.0
C -1.230 3.595 -1.774 0.0 0.0 0.0
C -1.145 4.979 -1.706 0.0 0.0 0.0
C 0.061 5.571 -1.373 0.0 0.0 0.0
C 1.170 4.777 -1.113 0.0 0.0 0.0
C 1.106 3.390 -1.177 0.0 0.0 0.0
C 2.337 2.575 -0.882 0.0 0.0 0.0
C -1.986 0.664 -2.054 0.0 0.0 0.0
C -2.412 0.724 -3.380 0.0 0.0 0.0
C -3.747 0.525 -3.681 0.0 0.0 0.0
C -4.651 0.267 -2.652 0.0 0.0 0.0
C -4.221 0.200 -1.339 0.0 0.0 0.0
C -2.875 0.394 -1.020 0.0 0.0 0.0
C -2.402 0.296 0.408 -0.2 -0.1 0.0
H 1.682 -2.811 -2.242 0.0 0.0 0.0
H 0.042 -2.232 -1.924 -0.1 0.0 0.0
H 1.373 -1.592 -0.994 0.0 0.0 0.1
H 2.419 -2.142 -4.274 0.0 0.0 0.0
H 2.788 -0.466 -6.038 0.0 0.0 0.0
H 1.847 1.824 -5.770 0.0 0.0 0.0
H 0.585 2.385 -3.756 0.0 -0.1 0.0
H -2.178 3.134 -2.021 0.0 0.0 0.0
H -2.019 5.584 -1.909 0.0 0.0 0.0
H 0.144 6.648 -1.311 0.0 0.0 0.0
H 2.111 5.243 -0.845 0.0 0.0 0.0
H 3.130 3.213 -0.492 0.0 0.0 0.0
H 2.711 2.084 -1.782 0.0 0.0 0.0
H 2.142 1.791 -0.148 0.0 0.0 0.0
H -1.700 0.920 -4.172 0.0 0.0 0.0
H -4.085 0.564 -4.708 0.0 0.0 0.0
H -5.697 0.108 -2.884 0.0 0.0 0.0
H -4.928 -0.016 -0.546 0.0 0.0 0.0
H -2.784 -0.625 0.843 0.0 0.1 0.0
H -2.853 1.101 1.001 0.0 0.0 0.0
Br 2.011 -6.272 -0.234 0.0 0.0 0.0
C 0.461 -5.590 0.609 0.0 0.0 0.0
C -0.460 -6.463 1.168 0.0 0.0 0.0
N -1.566 -6.040 1.774 0.0 0.0 0.0
C -1.776 -4.729 1.841 0.0 0.0 0.0
C -0.913 -3.787 1.296 -0.1 0.0 -0.1
C 0.237 -4.229 0.661 0.0 0.0 -0.1
C -1.220 -2.322 1.432 0.4 0.0 0.2
O -1.915 -1.915 2.343 -0.1 -0.1 -0.1
O -0.616 -1.602 0.520 -0.1 0.0 0.0
H -0.296 -7.533 1.124 0.0 0.0 0.0
H -2.673 -4.397 2.349 0.0 0.0 0.0
H 0.935 -3.526 0.225 0.0 0.0 0.0
```
Positions in Å, forces in eV/Å.

Results of the Löwdin charge analysis, in e, for atoms 1 through 6:
1. Os 1.46
2. O -0.25
3. C -0.30
4. C 0.01
5. C -0.06
6. C -0.08


2.
ORCA calculation (ωB97M-V with the def2-TZVPD basis set) on a gas-phase ion, C4H7ClN3 (charge +1) in a non-equilibrium geometry.

As for the HOMO energy (spin up / spin down): -11.2 / -13.4 eV. For the LUMO energy (spin up / spin down), the calculation gives -3.95 / -5.94 eV. As for the expectation value of S²: 2.009. The strongest force on any atom comes out at 4.88 eV/A. As for the total charge: +1. The energy above the lowest of the compared OMol25 structures with the same formula, charge and spin is 306.1 kJ/mol. As for the spin multiplicity: 3.

```
15
Properties=species:S:1:pos:R:3:forces:R:3
C 1.051 -1.084 -0.677 -1.0 1.7 -0.2
C -0.178 -0.951 -1.172 0.1 -1.9 -0.7
C -1.975 0.597 -1.597 0.8 -1.4 -0.6
C 1.460 0.188 0.066 1.1 -3.0 1.3
N -1.008 0.110 -0.991 -1.9 1.7 -0.5
N 0.237 0.728 0.521 0.3 4.2 2.5
N -0.378 0.357 1.812 -1.8 -1.5 -1.8
Cl -2.748 2.089 -1.579 0.1 0.1 0.5
H 1.732 -1.830 -1.017 0.2 -0.5 0.2
H -0.604 -1.693 -1.764 -0.4 -1.5 -1.2
H 2.212 -0.080 0.858 -0.7 0.4 -0.3
H 1.986 0.784 -0.670 -0.3 0.9 0.2
H 0.246 -0.250 2.365 -0.4 0.4 0.4
H -1.377 -0.254 1.598 3.2 2.0 0.5
H -0.655 1.288 2.246 0.5 -1.6 -0.3
```
Positions in Å, forces in eV/Å.

Results of the Löwdin charge analysis, in e, for atoms 1 through 6:
1. C -0.02
2. C -0.16
3. C -0.51
4. C -0.20
5. N -0.06
6. N -0.02


3.
ORCA calculation (ωB97M-V with the def2-TZVPD basis set) on C2H6O2 in the gas phase.

As for the HOMO energy: -10.2 eV. For the LUMO energy, the calculation gives 0.80 eV. Its SMILES is OCCO. The strongest force on any atom comes out at 0.38 eV/A. As for the total charge: 0. The energy above the lowest of the compared OMol25 structures with the same formula, charge and spin is 53.6 kJ/mol. As for the spin multiplicity: 1.

```
10
Properties=species:S:1:pos:R:3:forces:R:3
O -1.107 -0.810 -0.482 -0.1 -0.2 -0.2
C 0.291 -0.610 -0.306 0.3 0.1 0.0
C 0.448 0.566 0.653 0.3 -0.2 0.1
O -0.409 1.618 0.287 -0.2 0.0 -0.1
H -1.252 -1.229 -1.337 0.0 0.1 0.2
H 0.761 -1.509 0.117 0.0 0.1 -0.1
H 0.771 -0.381 -1.266 -0.1 0.0 0.1
H 0.259 0.231 1.686 -0.1 0.1 -0.2
H 1.476 0.944 0.611 -0.1 -0.1 0.0
H -1.237 1.180 0.037 0.1 0.2 0.0
```
Positions in Å, forces in eV/Å.

Results of the Löwdin charge analysis, in e, for atoms 1 through 6:
1. O -0.08
2. C -0.24
3. C -0.26
4. O -0.07
5. H 0.10
6. H 0.12


4.
ORCA calculation (ωB97M-V with the def2-TZVPD basis set) on a molecular structure, C40H67BF2NO5SSiV in a non-equilibrium geometry.

As for the HOMO energy (spin up / spin down): -3.9 / -4.1 eV. For the LUMO energy (spin up / spin down), the calculation gives 2.41 / 2.40 eV. As for the expectation value of S²: 3.767. The strongest force on any atom comes out at 3.83 eV/A. As for the total charge: -1. As for the spin multiplicity: 4.

```
119
Properties=species:S:1:pos:R:3:forces:R:3
V 0.580 -1.509 -0.485 0.1 1.8 -3.4
C -3.785 0.278 5.096 0.1 -0.1 0.1
C -2.444 -0.446 5.277 -0.1 0.1 0.1
C -1.470 0.521 5.954 -0.1 -0.1 -0.1
C -2.627 -1.662 6.196 0.0 0.2 -0.1
C -1.956 -0.923 3.915 -0.2 -0.1 -0.1
C -0.817 -0.421 3.303 0.1 0.0 -0.2
C -0.441 -0.905 2.046 -0.7 -0.6 0.3
N 0.623 -0.567 1.263 0.5 0.3 0.0
C 1.519 0.426 1.547 0.7 0.6 0.4
C 1.146 1.723 1.922 0.1 -0.2 -0.1
C 2.085 2.737 2.011 0.0 0.0 0.1
C 3.424 2.431 1.791 -0.1 -0.2 -0.1
C 3.860 1.146 1.473 0.2 0.0 0.0
C 2.895 0.152 1.352 -0.8 -0.1 0.1
O 3.224 -1.155 1.039 0.0 0.5 0.3
C 5.334 0.845 1.221 0.2 0.0 -0.1
C 6.247 2.045 1.495 -0.2 -0.2 0.0
C 5.794 -0.312 2.118 -0.1 0.0 -0.1
C 5.505 0.467 -0.257 0.0 0.0 0.1
C 1.709 4.179 2.318 -0.1 0.2 0.1
C 2.240 5.091 1.204 -0.1 -0.1 0.2
C 0.194 4.374 2.381 0.3 0.0 0.0
C 2.319 4.580 3.669 -0.1 0.0 -0.2
C -1.158 -1.985 1.460 -0.7 1.1 2.2
O -0.610 -2.456 0.374 -1.6 -2.3 -0.1
C -2.334 -2.464 2.049 0.3 0.1 -0.3
C -2.714 -1.893 3.257 0.1 0.1 0.1
C -3.124 -3.566 1.357 -0.1 -0.1 -0.1
C -3.412 -3.135 -0.088 0.2 0.0 0.1
C -2.282 -4.850 1.353 0.0 0.1 0.0
C -4.463 -3.857 2.045 0.3 0.1 -0.1
H -4.185 0.606 6.055 0.0 0.1 0.2
H -3.652 1.151 4.461 0.0 0.1 -0.1
H -4.518 -0.372 4.630 -0.1 -0.1 -0.1
H -1.850 0.802 6.936 -0.1 0.0 0.1
H -0.494 0.062 6.087 0.2 0.0 0.0
H -1.352 1.430 5.372 0.1 0.1 -0.1
H -2.926 -1.350 7.196 0.0 0.1 0.2
H -3.390 -2.331 5.812 -0.1 -0.1 0.0
H -1.694 -2.217 6.263 0.1 -0.1 0.1
H -0.205 0.322 3.789 0.1 0.1 0.0
H 0.090 1.904 2.047 -0.1 0.1 0.0
H 4.146 3.227 1.835 0.1 0.1 0.1
H 6.149 2.395 2.520 0.0 0.1 0.1
H 7.282 1.749 1.337 0.1 -0.1 0.0
H 6.032 2.865 0.815 0.0 0.2 -0.1
H 5.656 -0.055 3.167 0.0 0.0 0.1
H 5.221 -1.206 1.904 0.0 -0.1 0.1
H 6.849 -0.524 1.947 0.1 0.0 0.0
H 5.124 1.267 -0.890 0.0 0.0 -0.1
H 6.557 0.308 -0.489 0.1 0.0 0.0
H 4.961 -0.441 -0.487 0.0 -0.1 -0.1
H 1.856 4.754 0.245 0.0 0.0 -0.2
H 1.914 6.117 1.369 0.0 0.1 0.0
H 3.325 5.083 1.156 0.1 0.0 0.0
H -0.255 4.106 1.429 -0.2 -0.1 -0.1
H -0.248 3.766 3.164 -0.1 -0.1 0.1
H -0.037 5.417 2.587 0.0 0.1 0.0
H 3.402 4.495 3.646 0.2 0.0 0.0
H 2.061 5.607 3.925 0.0 0.1 0.0
H 1.945 3.925 4.453 0.0 -0.1 0.1
H -3.626 -2.233 3.713 -0.2 -0.1 0.1
H -2.479 -2.984 -0.629 -0.1 0.0 -0.1
H -3.994 -3.898 -0.607 -0.1 -0.1 0.0
H -3.971 -2.200 -0.086 -0.1 0.1 0.0
H -1.338 -4.670 0.842 0.0 -0.1 0.0
H -2.077 -5.169 2.375 0.0 0.0 0.1
H -2.814 -5.650 0.837 -0.1 -0.1 0.0
H -5.083 -2.964 2.079 -0.1 0.1 0.0
H -4.998 -4.623 1.485 0.0 -0.1 -0.1
H -4.311 -4.224 3.057 0.0 0.0 0.2
C -0.581 2.163 -3.430 0.2 -0.3 0.2
C -0.143 1.539 -2.104 -0.1 1.2 0.5
C 1.128 2.231 -1.606 -0.2 -0.4 0.0
C -1.265 1.659 -1.069 0.2 -0.2 -0.2
O 0.177 0.166 -2.247 0.2 -0.8 0.6
Si -0.550 -0.962 -3.218 0.1 -1.0 -0.4
S 0.172 -2.786 -2.562 -0.2 0.3 -0.2
O -0.267 -0.640 -4.810 -0.3 0.2 0.2
C 0.864 -0.971 -5.587 0.5 -0.1 -0.7
C 0.791 -2.447 -5.988 -0.1 0.3 0.1
C 0.793 -0.083 -6.838 0.0 -0.2 0.4
C 2.162 -0.709 -4.825 -0.3 0.0 0.0
O -2.150 -0.655 -3.043 0.3 0.2 0.4
C -3.218 -1.042 -3.872 -0.8 0.0 -0.5
C -4.478 -1.078 -3.002 0.4 0.0 -0.2
C -3.373 0.011 -4.975 0.1 -0.2 0.2
C -2.963 -2.415 -4.485 0.0 0.1 0.2
H -0.786 3.223 -3.293 0.0 0.0 0.0
H -1.476 1.673 -3.793 -0.2 0.0 -0.1
H 0.204 2.037 -4.174 0.1 0.1 -0.1
H 0.948 3.292 -1.446 0.0 0.1 0.0
H 1.926 2.113 -2.335 0.1 0.0 -0.1
H 1.454 1.773 -0.672 0.0 0.1 0.0
H -1.519 2.702 -0.893 0.0 0.1 0.1
H -0.948 1.192 -0.134 0.0 0.1 0.1
H -2.139 1.128 -1.441 -0.1 0.0 0.1
H -0.113 -2.630 -6.566 -0.1 0.0 -0.1
H 0.759 -3.058 -5.088 0.1 -0.1 -0.1
H 1.660 -2.715 -6.583 0.1 -0.1 -0.1
H -0.152 -0.249 -7.353 -0.1 0.0 -0.1
H 1.613 -0.316 -7.514 0.1 0.0 -0.1
H 0.851 0.965 -6.552 0.0 0.1 0.0
H 2.239 -1.403 -3.990 0.1 0.0 0.1
H 2.162 0.304 -4.430 0.1 0.2 0.0
H 3.021 -0.838 -5.481 0.1 0.0 -0.1
H -4.548 -0.162 -2.419 0.0 0.1 0.0
H -4.429 -1.919 -2.318 0.0 -0.1 0.1
H -5.365 -1.172 -3.625 -0.1 0.0 -0.1
H -3.632 0.972 -4.532 0.0 0.1 0.0
H -4.153 -0.273 -5.677 -0.1 0.0 -0.1
H -2.427 0.102 -5.501 0.0 0.1 -0.1
H -2.719 -3.122 -3.696 0.0 -0.1 0.1
H -2.111 -2.356 -5.155 0.1 -0.1 -0.2
H -3.836 -2.763 -5.033 -0.1 0.0 -0.1
F 3.060 -2.980 -0.360 -0.3 0.0 0.3
B 2.638 -1.723 -0.066 3.1 -0.6 -0.1
F 2.582 -0.914 -1.220 -0.6 0.0 0.3
```
Positions in Å, forces in eV/Å.

Results of the Löwdin charge analysis, in e, for atoms 1 through 6:
1. V 0.75
2. C -0.05
3. C -0.56
4. C -0.07
5. C -0.05
6. C -0.19


5.
ORCA calculation (ωB97M-V with the def2-TZVPD basis set) on C3H8N2S in the gas phase in a non-equilibrium geometry.

As for the HOMO energy: -8.2 eV. For the LUMO energy, the calculation gives 0.80 eV. Its SMILES is NCCC(N)=S. The strongest force on any atom comes out at 1.06 eV/A. As for the total charge: 0. The energy above the lowest of the compared OMol25 structures with the same formula, charge and spin is 30.1 kJ/mol. As for the spin multiplicity: 1.

```
14
Properties=species:S:1:pos:R:3:forces:R:3
C 0.849 -0.883 -0.253 -0.3 0.1 -0.2
C -0.336 -0.766 0.709 -0.1 -0.6 0.4
C -1.402 0.170 0.189 0.2 0.4 0.2
H 1.173 0.835 -1.330 0.2 0.0 -0.1
H 2.518 0.291 -0.555 -0.2 0.1 -0.1
H 1.558 -1.569 0.188 0.2 -0.2 0.1
H 0.481 -1.355 -1.174 0.2 0.2 0.0
H -0.780 -1.784 0.857 0.4 1.0 0.0
H 0.059 -0.371 1.662 -0.3 -0.2 -0.2
H -0.075 1.707 0.445 -0.1 -0.1 0.0
H -1.667 2.178 -0.123 0.3 -0.4 0.2
N 1.514 0.414 -0.477 0.0 -0.3 0.1
N -1.042 1.471 0.260 -0.4 0.1 -0.2
S -2.850 -0.338 -0.397 0.0 0.0 0.0
```
Positions in Å, forces in eV/Å.

Results of the Löwdin charge analysis, in e, for atoms 1 through 6:
1. C -0.27
2. C -0.23
3. C -0.93
4. H 0.07
5. H 0.07
6. H 0.10


6.
ORCA calculation (ωB97M-V with the def2-TZVPD basis set) on a gas-phase ion, C3H6N2O2 (charge +1) in a non-equilibrium geometry.

As for the HOMO energy (spin up / spin down): -15.7 / -15.7 eV. For the LUMO energy (spin up / spin down), the calculation gives -4.74 / -9.46 eV. As for the expectation value of S²: 0.755. The strongest force on any atom comes out at 2.08 eV/A. As for the total charge: +1. The energy above the lowest of the compared OMol25 structures with the same formula, charge and spin is 0.0 kJ/mol. As for the spin multiplicity: 2.

```
13
Properties=species:S:1:pos:R:3:forces:R:3
O 2.369 -0.228 0.186 1.0 -0.2 0.0
C 1.161 -0.415 0.042 -2.1 -0.1 -0.1
N 0.298 0.499 0.506 1.0 0.3 -0.7
C -1.095 0.528 0.110 -0.6 -0.1 -0.4
N -1.523 1.774 -0.211 -0.3 0.2 0.9
O -1.719 -0.481 0.008 0.0 -0.3 0.1
C 0.696 -1.658 -0.724 1.3 0.4 -0.1
H 0.733 1.406 0.629 0.0 0.1 0.5
H -1.065 2.560 0.225 0.2 0.1 -0.2
H -2.531 1.859 -0.115 0.0 -0.1 -0.4
H 0.294 -2.343 0.006 -0.4 -0.2 0.1
H -0.031 -1.312 -1.458 -0.1 -0.1 0.1
H 1.568 -2.095 -1.218 -0.2 0.0 0.1
```
Positions in Å, forces in eV/Å.

Results of the Löwdin charge analysis, in e, for atoms 1 through 6:
1. O 0.39
2. C -0.33
3. N 0.22
4. C -0.53
5. N 0.21
6. O 0.15


strongest force on any atom of number 5 (C3H8N2S)? 1.06 eV/A